An isolated molecule of C5H14N2O. Source: the Open Molecules 2025 dataset; level of theory: wB97M-V/def2-TZVPD.

Results
- frontier orbital gap (Ha) = 0.3572
- SMILES = CCNC[C@@H](N)CO
- HOMO (eV) = -8.925
- ΔE to the lowest compared entry with this formula, charge and spin (kJ/mol) = 193.79

ORCA input file:
```
! wB97M-V def2-TZVPD RIJCOSX def2/J DEFGRID3
* xyz 0 1
N 0.9831 -0.7252 2.3189
C 0.2771 -0.7519 1.0383
C -1.2717 -0.6207 1.1981
O -1.7172 -0.1116 2.4343
C 0.8867 0.2370 0.0596
N 0.3452 0.0225 -1.2682
C 0.7360 1.0267 -2.2350
C -0.1089 0.8879 -3.4920
H 0.5176 -1.3678 2.9451
H 0.9240 0.1811 2.7798
H 0.4702 -1.7684 0.6716
H -1.6718 0.0881 0.4602
H -1.7281 -1.5689 0.8925
H -1.8532 -0.8260 3.0361
H 0.5675 1.2377 0.3671
H 1.9771 0.1951 0.1647
H 0.5672 -0.9077 -1.6069
H 0.5972 2.0213 -1.7974
H 1.7987 1.0813 -2.5285
H -0.1902 1.8013 -4.0847
H 0.2583 0.1491 -4.2117
H -1.1270 0.6148 -3.2159
*
```

Atom charges from the natural (NBO) analysis, given in e for atoms 1 to 5:
1. N -0.820
2. C -0.076
3. C -0.094
4. O -0.713
5. C -0.218

A cluster of 2 separate species, C5H14N2O in total. Source: the Open Molecules 2025 dataset; level of theory: wB97M-V/def2-TZVPD.

Results
- frontier orbital gap (alpha / beta) (Ha) = 0.4028 / 0.2255
- HOMO (alpha / beta) (eV) = -13.867 / -13.832
- ΔE to the lowest compared entry with this formula, charge and spin (kJ/mol) = 177.32

ORCA input file:
```
! wB97M-V def2-TZVPD RIJCOSX def2/J DEFGRID3
* xyz 1 2
C 1.2611 -0.7512 0.4357
C -0.2758 -0.9345 0.4197
C -0.9735 -0.1289 -0.6397
C -2.1645 0.4132 -0.4609
N 1.6449 0.3776 1.3039
C 1.7148 1.6952 0.7116
N 0.5295 2.4742 0.9280
H 1.5459 -0.4807 -0.5681
H 1.8372 -1.5817 0.8427
H -0.4660 -2.0037 0.3025
H -0.7166 -0.6694 1.3855
H -0.4540 -0.0505 -1.5919
H -2.7559 0.8384 -1.2640
H -2.7028 0.4704 0.4816
H 1.2567 0.3129 2.2435
H 1.9222 1.6210 -0.3530
H 2.5234 2.2700 1.1632
H 0.5868 3.1096 1.7220
H -0.3832 2.0377 1.0166
H -0.5882 -3.1342 -2.5568
H -1.8080 -2.5427 -3.0018
O -1.5339 -3.3424 -2.5203
*
```

Atom charges from the natural (NBO) analysis, given in e for atoms 1 to 5:
1. C -0.251
2. C -0.453
3. C -0.224
4. C -0.348
5. N -0.214

A cluster of 3 separate species, C5H14N2O3 in total. Source: the Open Molecules 2025 dataset; level of theory: wB97M-V/def2-TZVPD.

Results
- frontier orbital gap (Ha) = 0.3726
- SMILES = NC(=O)[C@@H]1CCCN1.O.O
- HOMO (eV) = -9.574
- ΔE to the lowest compared entry with this formula, charge and spin (kJ/mol) = 45.31

ORCA input file:
```
! wB97M-V def2-TZVPD RIJCOSX def2/J DEFGRID3
* xyz 0 1
N 0.8245 -0.4862 -0.1014
C 0.0686 -1.4674 -0.8914
C -0.1978 -0.8802 -2.3083
C 0.1495 0.6070 -2.1769
C 0.5672 0.8461 -0.7001
C -0.5551 1.5937 0.0253
N -1.2861 0.9958 1.0043
O -0.7759 2.7544 -0.2696
H 1.8547 -0.6958 -0.1874
H -0.9273 -1.6686 -0.3724
H 0.5865 -2.4149 -0.9150
H -1.3006 -1.0147 -2.5669
H 0.3982 -1.3990 -3.0331
H 0.9694 0.8462 -2.9183
H -0.6659 1.2959 -2.4574
H 1.4861 1.5145 -0.6066
H -1.1981 -0.0050 1.2970
H -2.0385 1.4609 1.4282
H 0.9335 0.5049 2.0831
H 0.7107 1.3019 3.3735
O 1.0513 0.5113 3.0610
H 0.0472 -1.6876 1.7410
H -0.1110 -0.9746 3.0316
O -0.5912 -1.5388 2.4595
*
```

Atom charges from the natural (NBO) analysis, given in e for atoms 1 to 5:
1. N -0.675
2. C -0.239
3. C -0.431
4. C -0.424
5. C -0.152

A cluster of 2 separate species, C5H14N2S in total. Source: the Open Molecules 2025 dataset; level of theory: wB97M-V/def2-TZVPD.

Results
- frontier orbital gap (Ha) = 0.1890
- HOMO (eV) = -8.343
- ΔE to the lowest compared entry with this formula, charge and spin (kJ/mol) = 413.35

ORCA input file:
```
! wB97M-V def2-TZVPD RIJCOSX def2/J DEFGRID3
* xyz 0 1
N 2.3809 0.7205 -1.4119
C 1.3497 0.9903 -0.3899
C 1.9481 0.5943 0.9757
S 0.0434 2.2889 2.6971
C 0.1137 0.1562 -0.8046
N -0.4956 -0.6049 0.2889
C -1.4357 -1.6687 0.0195
C -2.9063 -1.1778 0.0676
H 3.2606 1.1640 -1.1418
H 1.3093 1.1483 1.7180
H 2.1216 1.3775 -2.1543
H 1.1032 2.0540 -0.3463
H 2.8941 1.1169 1.1224
H 1.9083 -0.4879 1.0367
H -0.6567 0.7892 -1.2934
H 0.3108 -0.6498 -1.5606
H -0.7771 -0.0651 1.0951
H -1.2743 -2.2071 -0.9126
H -1.3302 -2.5056 0.7203
H -3.1921 -0.6923 -0.8873
H -2.9892 -0.4047 0.8459
H -3.6864 -1.9360 0.3157
*
```

Atom charges from the natural (NBO) analysis, given in e for atoms 1 to 5:
1. N -0.813
2. C -0.076
3. C -0.475
4. S -0.153
5. C -0.218

Short version: maximum force = 1.59 1.72 3.17 1.95 eV Å⁻¹, in the order given.